Entry 1:
ORCA calculation (wB97M-V/def2-TZVPD) on a cluster of 12 separate species, H24O12 in total.

Properties
**HOMO-LUMO gap**: 9.88 eV
**Largest force on an atom**: 0.6 eV/Å
**Energy relative to the best compared isomer or geometry (same formula, charge and spin)**: 27.1 kcal/mol
**DFT total energy**: -24960.520 eV
**SMILES string**: O.O.O.O.O.O.O.O.O.O.O.O
**HOMO**: -10.22 eV

Last column: Mulliken charge in e.
CARTESIAN COORDINATES (ANGSTROEM)
1 O 1.061 0.785 -2.895  -0.645
2 H 1.661 0.791 -2.131  0.374
3 H 1.124 1.676 -3.255  0.319
4 O 0.038 0.051 0.197  -0.296
5 H 0.150 0.865 -0.313  0.222
6 H -0.879 -0.199 0.046  0.122
7 O -2.820 -2.018 1.381  -0.647
8 H -3.346 -1.874 2.176  0.287
9 H -3.347 -2.628 0.849  0.297
10 O 2.935 0.783 -0.669  -0.584
11 H 2.843 -0.107 -0.225  0.358
12 H 3.832 0.791 -1.023  0.229
13 O -0.142 -2.900 1.138  -0.648
14 H -1.079 -2.629 1.176  0.393
15 H -0.075 -3.652 1.735  0.263
16 O -0.500 -2.661 -1.675  -0.683
17 H 0.020 -1.864 -1.844  0.339
18 H -0.444 -2.799 -0.710  0.367
19 O -3.366 -0.061 -1.517  -0.591
20 H -4.218 0.058 -1.948  0.272
21 H -3.035 -0.906 -1.850  0.326
22 O -0.915 3.201 1.852  -0.615
23 H -0.876 3.937 1.232  0.332
24 H -1.536 2.564 1.460  0.347
25 O 2.519 -1.651 0.404  -0.709
26 H 1.562 -1.672 0.580  0.297
27 H 2.680 -2.410 -0.169  0.321
28 O -2.604 0.955 1.573  -0.608
29 H -2.643 0.401 2.356  0.221
30 H -2.873 0.378 0.846  0.302
31 O 2.192 0.955 2.136  -0.603
32 H 1.574 0.765 1.417  0.283
33 H 2.898 1.453 1.716  0.344
34 O 2.253 3.471 -1.281  -0.626
35 H 2.979 3.551 -1.907  0.294
36 H 2.378 2.599 -0.861  0.344


Entry 2:
ORCA calculation (wB97M-V/def2-TZVPD) on the ion C2H2NO2S with charge -1 at a distorted geometry.

Properties
**HOMO-LUMO gap (alpha / beta)**: 4.38 / 7.93 eV
**Largest force on an atom**: 7.7 eV/Å
**Energy relative to the best compared isomer or geometry (same formula, charge and spin)**: 73.6 kcal/mol
**2S+1**: 3
**DFT total energy**: -18520.064 eV
**Net charge**: -1
**HOMO (alpha / beta)**: -0.42 / -4.95 eV

Last column: Mulliken spin population.
CARTESIAN COORDINATES (ANGSTROEM)
1 C 0.599 1.415 0.439  0.609
2 C 1.083 0.179 -0.256  0.614
3 N 1.237 0.637 1.172  0.452
4 O -0.386 -2.400 -0.017  0.030
5 O -1.588 -0.168 0.084  0.093
6 S -0.394 -0.944 -0.308  0.179
7 H 0.125 2.363 0.651  0.021
8 H -0.676 -1.080 -1.764  0.002


Entry 3:
ORCA calculation (wB97M-V/def2-TZVPD) on a structure of composition C22H48F18MgN3O20S6 at a distorted geometry.

Properties
**HOMO-LUMO gap (alpha / beta)**: 5.57 / 8.39 eV
**Largest force on an atom**: 5.3 eV/Å
**2S+1**: 2
**DFT total energy**: -188376.779 eV
**Net charge**: -2
**HOMO (alpha / beta)**: -2.53 / -5.38 eV

Last column: Mulliken spin population.
CARTESIAN COORDINATES (ANGSTROEM)
1 Mg 1.188 -1.525 0.153  0.395
2 C -0.642 1.347 2.569  0.014
3 F -1.437 2.412 2.861  0.000
4 F 0.541 1.580 3.234  -0.003
5 F -1.092 0.146 3.104  0.007
6 S -0.483 1.251 0.622  0.066
7 O -1.557 1.983 0.047  -0.006
8 O 0.887 1.634 0.343  -0.032
9 N -0.461 -0.547 0.348  0.156
10 S -2.002 -0.920 0.211  -0.011
11 O -2.321 -2.283 0.585  0.003
12 O -2.991 -0.012 0.761  0.012
13 C -2.236 -0.968 -1.773  0.020
14 F -1.193 -1.572 -2.359  -0.010
15 F -3.407 -1.487 -2.034  0.000
16 F -2.192 0.268 -2.270  -0.002
17 C 2.151 -5.274 -4.128  -0.001
18 F 2.914 -5.762 -5.140  0.000
19 F 1.814 -6.238 -3.217  0.000
20 F 2.928 -4.301 -3.534  -0.001
21 S 0.589 -4.503 -4.952  0.009
22 O -0.486 -5.460 -4.958  0.000
23 O 0.162 -3.302 -4.238  0.005
24 N 1.124 -4.024 -6.577  0.000
25 S 0.696 -5.286 -7.475  0.000
26 O 1.259 -5.137 -8.787  0.000
27 O 0.971 -6.666 -6.984  0.000
28 C -1.206 -5.162 -7.842  0.000
29 F -1.754 -4.169 -7.106  0.000
30 F -1.425 -4.865 -9.179  0.000
31 F -1.783 -6.324 -7.593  0.000
32 C 6.423 -2.485 7.098  0.000
33 F 5.395 -1.687 7.448  0.000
34 F 7.540 -2.230 7.722  0.000
35 F 5.999 -3.754 7.294  0.000
36 S 6.736 -2.257 5.152  0.001
37 O 8.006 -1.524 5.060  0.000
38 O 6.816 -3.611 4.644  0.000
39 N 5.235 -1.633 4.505  0.000
40 S 5.490 -0.080 4.591  -0.007
41 O 6.269 0.367 5.777  0.000
42 O 5.979 0.426 3.332  0.000
43 C 3.738 0.763 4.993  0.001
44 F 3.958 2.092 5.018  0.000
45 F 2.838 0.490 4.075  0.004
46 F 3.244 0.323 6.188  0.000
47 C 5.305 1.987 0.094  0.001
48 C 4.384 3.060 0.757  -0.007
49 O 4.303 4.217 -0.058  0.000
50 H 5.030 1.747 -0.933  -0.001
51 H 5.221 1.065 0.669  0.001
52 H 6.358 2.267 0.135  0.000
53 H 4.744 3.343 1.746  0.000
54 H 3.421 2.581 0.934  0.010
55 H 4.159 4.976 0.513  0.000
56 C -0.724 6.107 3.778  0.000
57 C -1.465 7.383 3.289  0.000
58 O -0.981 7.760 2.006  0.000
59 H 0.345 6.307 3.700  0.000
60 H -1.034 5.296 3.119  0.000
61 H -1.028 5.787 4.774  0.000
62 H -1.315 8.144 4.055  0.000
63 H -2.530 7.165 3.217  0.000
64 H -1.376 8.597 1.752  0.000
65 C -0.915 -4.917 -1.280  0.008
66 C 0.475 -4.275 -1.020  0.056
67 O 0.315 -3.334 0.017  0.309
68 H -0.681 -5.808 -1.863  -0.001
69 H -1.657 -4.334 -1.825  -0.001
70 H -1.391 -5.266 -0.363  0.005
71 H 0.903 -3.813 -1.910  -0.020
72 H 1.156 -5.065 -0.704  -0.001
73 H -0.113 -3.870 0.688  0.011
74 C 1.284 4.385 -1.883  0.000
75 C 1.172 4.973 -3.232  0.000
76 O -0.119 5.394 -3.598  0.000
77 H 2.194 3.792 -1.791  0.001
78 H 0.524 3.631 -1.675  0.001
79 H 1.062 5.075 -1.069  0.000
80 H 1.302 4.068 -3.826  0.000
81 H 1.969 5.710 -3.134  0.000
82 H -0.407 6.121 -3.041  0.000
83 C -2.203 5.639 -0.222  0.000
84 C -3.531 4.815 -0.134  0.000
85 O -4.507 5.101 -1.167  0.000
86 H -1.882 5.631 -1.264  0.000
87 H -1.392 5.351 0.446  0.000
88 H -2.425 6.679 0.020  0.000
89 H -4.116 5.233 0.685  0.000
90 H -3.357 3.739 -0.170  0.001
91 H -5.363 5.167 -0.739  0.000
92 C -4.988 2.316 3.844  0.000
93 C -4.797 0.795 3.720  0.000
94 O -5.832 0.256 4.395  0.000
95 H -5.726 2.625 3.104  0.000
96 H -4.092 2.837 3.504  0.000
97 H -5.412 2.539 4.823  0.000
98 H -3.911 0.215 3.977  0.000
99 H -4.982 0.649 2.655  0.000
100 H -6.370 -0.278 3.806  0.000
101 C -3.630 -1.269 -6.510  0.000
102 C -3.156 -0.350 -5.467  0.000
103 O -2.397 0.689 -6.045  0.000
104 H -4.387 -0.774 -7.118  0.000
105 H -4.159 -2.114 -6.069  0.000
106 H -2.810 -1.689 -7.092  0.000
107 H -2.756 -0.992 -4.682  0.000
108 H -4.024 0.148 -5.035  0.000
109 H -2.561 0.529 -6.977  0.000
110 C -0.584 -6.496 3.471  0.000
111 C -0.701 -5.884 2.038  0.003
112 O -1.201 -4.581 1.970  0.007
113 H 0.391 -6.973 3.575  0.000
114 H -1.374 -7.238 3.596  0.000
115 H -0.604 -5.682 4.195  0.000
116 H -1.443 -6.438 1.463  0.001
117 H 0.315 -5.880 1.642  -0.001
118 H -2.147 -4.602 2.133  0.000


Entry 4:
ORCA calculation (wB97M-V/def2-TZVPD) on a structure of composition C17H30F5NOOsP2 at a distorted geometry.

Properties
**HOMO-LUMO gap (alpha / beta)**: 6.21 / 6.45 eV
**Largest force on an atom**: 5.0 eV/Å
**2S+1**: 5
**DFT total energy**: -56283.256 eV
**HOMO (alpha / beta)**: -5.62 / -7.71 eV

Last column: Mulliken spin population.
CARTESIAN COORDINATES (ANGSTROEM)
1 Os 0.021 0.146 -0.131  2.714
2 P -0.933 1.459 1.758  0.003
3 P 1.018 -1.157 -2.008  0.011
4 N -1.216 -1.117 0.126  0.376
5 H 1.449 3.551 0.078  0.015
6 C -2.108 2.849 1.372  0.018
7 H -2.473 3.355 2.284  0.002
8 H -2.967 2.441 0.812  0.003
9 H -1.596 3.585 0.729  -0.001
10 C 0.278 2.306 2.872  -0.007
11 H -0.228 2.958 3.606  -0.001
12 H 0.969 2.910 2.260  0.001
13 H 0.863 1.538 3.402  0.003
14 C -1.920 0.433 2.929  0.011
15 H -2.199 1.003 3.832  -0.001
16 H -1.320 -0.448 3.209  0.000
17 H -2.829 0.081 2.415  -0.001
18 C 0.536 -0.736 -3.754  0.014
19 H 1.000 -1.417 -4.491  0.002
20 H 0.843 0.300 -3.972  0.007
21 H -0.562 -0.796 -3.843  0.007
22 C 2.864 -1.145 -2.124  -0.012
23 H 3.226 -1.705 -3.005  -0.001
24 H 3.277 -1.594 -1.206  0.003
25 H 3.210 -0.099 -2.185  0.003
26 C 0.616 -2.954 -1.917  0.007
27 H 1.159 -3.533 -2.683  -0.001
28 H -0.471 -3.080 -2.053  -0.002
29 H 0.881 -3.316 -0.910  -0.001
30 C -2.180 -2.056 0.368  -0.044
31 C -4.448 -2.917 0.069  -0.098
32 C -3.478 -1.945 -0.196  0.191
33 C -1.891 -3.169 1.203  0.168
34 C -2.871 -4.131 1.459  -0.091
35 C -4.154 -4.013 0.896  0.180
36 H -5.446 -2.819 -0.373  -0.004
37 H -3.697 -1.087 -0.839  0.012
38 H -0.888 -3.246 1.635  0.003
39 H -2.634 -4.983 2.106  -0.002
40 H -4.917 -4.770 1.101  0.013
41 C 1.533 2.994 -0.883  -0.021
42 O 0.968 1.723 -0.707  0.178
43 C 0.753 3.767 -1.954  0.004
44 H 1.449 4.345 -2.587  0.000
45 H 0.035 4.468 -1.494  -0.004
46 H 0.196 3.066 -2.600  0.011
47 C 3.019 2.851 -1.231  0.015
48 H 3.165 2.797 -2.324  0.001
49 H 3.430 1.932 -0.774  -0.003
50 H 3.590 3.708 -0.839  0.000
51 F 1.834 -1.957 0.875  0.012
52 C 1.535 -0.662 1.248  0.266
53 F 0.950 -0.755 2.493  0.010
54 C 2.865 0.094 1.429  0.026
55 F 3.557 -0.471 2.485  0.008
56 F 3.670 -0.005 0.328  0.000
57 F 2.668 1.423 1.705  0.000


> The lowest largest force on an atom belongs to which entry?

H24O12